# 1
The following is a DFT calculation (ωB97M-V/def2-TZVPD) of a 2-piece molecular cluster, C19H35NO2P overall.

Output
- Charge: +1
- E_tot: -35136.2334 eV
- Strongest force on any atom: 1.7 eV/Å
- Kohn-Sham gap: 6.5 eV
- Highest occupied orbital energy: -10.8 eV

Geometry (Å):
C 0.8911 2.8037 -0.2663
C -0.4101 3.4463 0.2519
C -0.4236 3.6986 1.7728
C -1.4102 2.8268 2.5763
C -0.7544 2.1137 3.7581
C 0.3253 1.0893 3.3572
C -0.0103 -0.3455 3.8095
C 0.3292 -1.4586 2.8075
C -0.8680 -1.9627 2.0119
C -1.5566 -0.9462 1.0945
C -0.6045 -0.0330 0.3050
C -0.8512 -0.0618 -1.1577
C 0.0077 -0.5340 -2.0913
P 1.6098 -1.2830 -1.6639
C 2.3127 -1.9876 -3.2048
C 2.7714 0.0201 -1.1074
C -0.3566 -0.4375 -3.5357
O 0.4895 -0.3385 -4.4165
C -1.8100 -0.4475 -3.8566
C -2.6649 0.0215 -2.9340
C -2.1438 0.5171 -1.6349
O -2.7438 1.3733 -0.9946
H 0.7776 1.7396 -0.4601
H 1.1903 3.2547 -1.2076
H 1.6974 2.9502 0.4428
H -1.2715 2.8665 -0.0647
H -0.4848 4.4104 -0.2411
H -0.6972 4.7360 1.9310
H 0.5731 3.5607 2.1801
H -1.9421 2.1135 1.9477
H -2.1733 3.4791 2.9948
H -1.5372 1.6450 4.3474
H -0.3101 2.8826 4.3851
H 1.2410 1.3827 3.8598
H 0.5362 1.1398 2.2927
H 0.5742 -0.5402 4.7042
H -1.0475 -0.4362 4.1183
H 1.1591 -1.1544 2.1730
H 0.7091 -2.3089 3.3702
H -1.6076 -2.2702 2.7497
H -0.5929 -2.8700 1.4786
H -2.2578 -0.3480 1.6651
H -2.1626 -1.5099 0.3859
H 0.4385 -0.2249 0.5051
H -0.7877 0.9941 0.6188
H 2.6128 -1.2359 -3.9270
H 1.5066 -2.5499 -3.6774
H 3.1187 -2.6738 -2.9754
H 3.7647 -0.4134 -1.1881
H 2.7355 0.9278 -1.6990
H 2.6016 0.2145 -0.0567
H -2.1221 -0.8108 -4.8221
H -3.7244 0.0471 -3.1329
N 1.0702 -5.4172 -3.5163
H 1.9980 -5.3097 -3.9336
H 0.3787 -4.9437 -4.1024
H 0.8372 -6.4103 -3.4445
H 1.0695 -4.9918 -2.5825

Mulliken population analysis, charges in e, atoms 1 to 4: -0.8023 -0.5649 -1.0381 -0.4065

# 2
The following is a DFT calculation (ωB97M-V/def2-TZVPD) of a 2-piece molecular cluster, C14H30NO8P2 overall.

Output
- Charge: +1
- E_tot: -51446.1727 eV
- Strongest force on any atom: 7.5 eV/Å
- Kohn-Sham gap: 9.5 eV
- Highest occupied orbital energy: -12.3 eV

Geometry (Å):
C -2.5389 -2.0158 -1.7824
C -2.4887 -2.0358 -0.5861
C -2.3621 -1.7807 0.8815
C -3.0732 -0.4497 1.2015
C -2.9492 -0.0294 2.7027
O -2.1049 1.0831 2.9319
C -2.4000 2.2154 2.1260
C -3.2553 1.9224 0.8790
C -3.0849 3.0564 -0.1955
P -4.6542 3.4807 -1.0569
O -4.5118 3.2091 -2.4822
O -5.9058 2.6061 -0.4911
O -5.0500 5.0594 -0.9149
N -2.6807 0.6575 0.2776
H -2.6562 -1.8236 -2.8336
H -2.9207 -2.5937 1.3777
H -1.3281 -1.8459 1.2524
H -4.1467 -0.6296 1.0164
H -2.4866 -0.8809 3.2264
H -3.9629 0.0766 3.1267
H -2.8735 3.0487 2.6775
H -1.4254 2.6048 1.7682
H -4.3137 1.7216 1.0917
H -2.6552 3.9242 0.3387
H -2.3351 2.7543 -0.9406
H -6.6471 3.2270 -0.3873
H -4.4744 5.4820 -0.2591
H -1.6566 0.7338 0.3208
H -3.0077 0.5094 -0.6822
O 2.1293 -1.5353 0.3106
P 3.1584 -0.9907 -0.6362
O 4.5648 -1.2962 0.1622
C 4.8200 -2.5649 0.7665
C 5.5595 -3.4965 -0.1739
O 2.9863 0.6164 -0.3278
C 1.8124 1.1036 0.2941
C 2.0001 1.2129 1.7970
O 3.9440 -0.5323 -2.0148
C 4.4640 -1.5009 -2.9246
C 3.4617 -2.5721 -3.2993
H 3.8993 -3.0347 1.1167
H 5.4417 -2.3744 1.6432
H 4.9327 -3.7675 -1.0272
H 5.8408 -4.4177 0.3390
H 6.4647 -3.0249 -0.5580
H 0.9516 0.4739 0.0431
H 1.6096 2.0960 -0.1193
H 2.4350 0.3097 2.2241
H 1.0445 1.4044 2.2943
H 2.6857 2.0268 2.0359
H 5.3806 -1.9299 -2.5159
H 4.7562 -0.9574 -3.8243
H 3.0561 -3.0760 -2.4135
H 3.9306 -3.3230 -3.9356
H 2.6204 -2.1365 -3.8411

Mulliken population analysis, charges in e, atoms 1 to 4: -0.1886 -0.5337 -0.5674 -0.0609

# 3
The following is a DFT calculation (ωB97M-V/def2-TZVPD) of C11H12NP in the gas phase.

Output
- E_tot: -22374.0501 eV
- Energy relative to the best compared isomer or geometry (same formula, charge and spin): 494.3 kJ/mol
- Strongest force on any atom: 6.4 eV/Å
- Kohn-Sham gap (alpha / beta): 6.9 / 6.9 eV
- Highest occupied orbital energy (alpha / beta): -6.8 / -6.8 eV

Geometry (Å):
C -2.6527 1.7712 -1.1523
C -2.0304 0.9611 -2.0337
C -2.2851 1.9282 0.2000
C -0.9045 0.2458 -1.6356
C -1.1864 1.1981 0.6143
C -0.4782 0.3581 -0.3004
C 2.1084 -2.2204 0.4646
C 0.4917 -0.5364 0.2268
C 2.2890 0.1600 1.3839
C 2.1375 1.5142 1.8522
C 0.0645 -2.6959 -0.5889
N 1.0008 -1.7076 -0.0644
P 3.1985 -1.2204 1.4620
H -3.6028 2.3466 -1.4911
H -2.3602 0.8259 -3.0208
H -2.8347 2.4371 0.8288
H -0.5280 -0.3743 -2.4800
H -0.8672 1.1490 1.7554
H 2.1400 -3.2159 0.5284
H 2.9707 1.9353 2.3964
H 1.3650 1.7681 2.4707
H 2.2651 2.3322 1.1026
H -0.3490 -3.3672 0.1628
H -0.6203 -2.2942 -1.3668
H 0.6685 -3.2988 -1.3150

Mulliken population analysis, charges in e, atoms 1 to 4: -0.2058 -0.6383 -0.8853 -0.2109

# 4
The following is a DFT calculation (ωB97M-V/def2-TZVPD) of a 16-piece molecular cluster, C21H74N12O16 overall.

Output
- E_tot: -73608.0655 eV
- Energy relative to the best compared isomer or geometry (same formula, charge and spin): 609.9 kJ/mol
- Strongest force on any atom: 11.5 eV/Å
- Kohn-Sham gap: 7.7 eV
- Highest occupied orbital energy: -8.2 eV

Geometry (Å):
C 9.5142 13.8011 4.5142
C 10.0814 15.1688 4.7570
O 11.1043 15.4014 3.7712
H 8.6620 13.5747 5.1139
H 10.2189 13.0777 4.7632
H 9.1110 13.5781 3.5751
H 10.4808 15.3674 5.8035
H 9.3525 16.0134 4.6962
H 11.8915 14.8281 3.9768
C 4.6361 10.6524 7.3492
C 5.6534 9.5522 7.4647
O 6.2928 9.6456 8.7155
H 3.9122 10.6376 8.1411
H 4.1361 10.6635 6.3992
H 5.1057 11.6311 7.3634
H 6.4600 9.7324 6.7370
H 5.2357 8.5123 7.3118
H 6.9501 8.9169 8.8374
C 6.0248 13.4861 4.6873
C 6.2971 14.6240 5.6621
O 5.1474 15.5160 5.6949
H 6.5518 12.5814 4.8146
H 6.1908 13.9522 3.7211
H 4.9608 13.2131 4.7766
H 7.2551 15.1400 5.4863
H 6.4360 14.1625 6.6217
H 4.4396 14.9947 6.0514
C 8.6486 11.6509 7.3642
C 9.1960 11.2495 8.7674
O 9.6855 12.4260 9.4492
H 8.4828 10.8177 6.7040
H 9.4752 12.1402 6.8998
H 7.7940 12.2746 7.3349
H 10.0893 10.6657 8.7386
H 8.4779 10.7086 9.4029
H 10.6695 12.3804 9.3201
C 4.8495 19.0438 3.0875
C 3.9400 17.8590 3.3076
O 3.3586 17.9695 4.5731
H 5.9306 18.8043 3.1924
H 4.6090 19.9503 3.6616
H 4.6382 19.3494 2.0896
H 4.6133 16.9703 3.4589
H 3.3429 17.7533 2.4971
H 2.8333 17.1785 4.7725
C 5.2382 18.6850 7.6811
O 5.5376 19.4591 8.8207
N 4.6054 19.1167 6.6600
N 5.4196 17.3850 7.6089
H 4.2428 20.0499 6.7326
H 4.3662 18.5996 5.7525
H 5.6035 16.8862 8.4466
H 5.2570 16.8259 6.7676
C 2.4289 15.1967 7.7410
O 3.3808 14.1065 7.6481
N 1.2350 15.0260 7.4371
N 2.8433 16.4050 7.8150
H 0.8371 14.0941 7.2782
H 0.4426 15.7337 7.5794
H 3.8255 16.6546 7.9706
H 2.1475 17.1246 7.9134
C 8.1406 15.5490 1.7221
O 7.7062 16.0773 2.9006
N 7.3638 15.0565 0.8334
N 9.3973 15.3395 1.4944
H 6.3714 15.2452 0.9938
H 7.6054 15.1433 -0.1428
H 9.8875 15.4441 2.4047
H 9.9118 14.9741 0.6473
C 0.8445 16.4443 4.3156
O 0.1976 17.3288 5.1709
N 0.7683 16.6315 3.0352
N 1.6596 15.5380 4.7985
H 0.1330 17.4544 2.8103
H 1.4362 16.3422 2.2345
H 1.8495 15.4791 5.8631
H 2.4076 15.1782 4.1428
C 6.7296 12.8785 10.2618
O 6.3563 13.6353 9.1254
N 6.1894 11.8117 10.6624
N 7.5559 13.1160 11.2670
H 5.1640 11.9828 10.5145
H 6.4046 11.0153 10.0432
H 8.4930 12.9715 10.9141
H 7.7372 14.1913 11.3066
C 3.3672 15.0009 1.8795
O 4.6121 15.3437 1.3876
N 2.2385 15.2440 1.2936
N 3.3734 14.3490 3.0547
H 2.2829 15.6813 0.3846
H 1.2675 14.7863 1.6028
H 4.2979 14.1806 3.5317
H 2.6219 13.6229 3.2191
C 9.2062 15.5572 8.3495
O 9.4584 15.6226 9.7191
H 8.3022 16.1456 8.0645
H 9.1251 14.5140 8.0111
H 10.0539 16.0484 7.7976
H 10.4016 15.5475 9.7689
C 1.8578 9.7916 3.8746
O 2.6140 10.9864 4.1681
H 1.4503 9.3703 4.8337
H 2.5311 8.9449 3.5332
H 1.1186 9.9330 3.1281
H 3.5322 10.9378 3.7652
C 7.9071 18.2479 4.9061
O 7.2919 19.3976 5.3429
H 7.1200 17.5530 4.7288
H 8.3891 17.7258 5.7818
H 8.5010 18.3752 4.0019
H 6.3516 19.1918 5.6446
C 8.9117 10.4563 3.7321
O 10.2442 10.8017 3.4801
H 8.6350 10.1421 2.7509
H 8.4489 11.2660 4.2169
H 8.7929 9.6510 4.4261
H 10.3240 11.5265 2.8575
C 5.7687 11.5890 1.6056
O 4.6978 11.0392 2.2816
H 6.7803 11.7636 2.0744
H 5.3194 12.4632 1.2127
H 6.1723 10.9534 0.7980
H 3.8830 11.0666 1.7493

Mulliken population analysis, charges in e, atoms 1 to 4: 0.3268 -0.6104 -0.6448 -0.7585

# 5
The following is a DFT calculation (ωB97M-V/def2-TZVPD) of C14H21F5GdIOP2 as an isolated structure.

Output
- Charge: +2
- E_tot: -77988.7209 eV
- ⟨S²⟩: 16.072
- Energy relative to the best compared isomer or geometry (same formula, charge and spin): 0.0 kJ/mol
- Strongest force on any atom: 5.4 eV/Å
- Multiplicity: 8
- Kohn-Sham gap (alpha / beta): 6.9 / 5.2 eV
- Highest occupied orbital energy (alpha / beta): -14.7 / -14.7 eV

Geometry (Å):
C 0.6009 4.0007 -2.1267
I -1.0244 2.7688 -1.1317
H 0.2482 4.1064 -3.1612
H 1.5433 3.4318 -2.0206
H 0.5821 4.9892 -1.6581
Gd 0.1977 0.4725 -0.0732
P 1.3305 -0.5236 -2.4863
C 3.1149 -0.1125 -2.2611
C 1.5167 -2.2509 -3.0871
H 2.3491 -2.3659 -3.7971
H 1.7062 0.0777 -4.7883
H 0.5955 -2.6094 -3.5625
H -0.0465 0.1084 -4.4056
H 3.4825 -0.5483 -1.3240
H 1.7099 -2.8982 -2.2230
C 0.9554 0.3710 -4.0400
H 3.6884 -0.5371 -3.0952
H 0.9751 1.4610 -3.9008
H 3.2755 0.9714 -2.2129
P -2.6726 0.8902 0.9374
C -2.2319 1.9327 2.3935
C -3.8691 2.0554 0.1189
H -4.4472 -0.7919 0.9081
H -4.6007 0.2590 2.3458
H -3.3462 -1.0121 2.2762
C -3.8902 -0.2645 1.6927
H -4.2753 1.6032 -0.7928
H -4.6693 2.2816 0.8285
H -3.1523 2.1205 2.9590
H -1.7691 2.8833 2.1111
H -3.3884 2.9912 -0.1888
H -1.5288 1.3950 3.0385
C 1.8872 1.2658 1.5762
O 2.6150 1.5559 2.4177
F -0.8685 -0.7724 3.2248
C 0.0802 -1.6685 2.7744
C 0.7050 -1.4569 1.5598
C 1.7461 -2.3367 1.2875
F 2.5410 -2.1214 0.1723
C 2.0960 -3.4095 2.1267
F 3.0768 -4.2673 1.7816
C 1.3973 -3.6469 3.3136
F 1.6393 -4.7430 4.0703
C 0.4060 -2.7344 3.6413
F -0.2818 -2.9216 4.7812

Mulliken population analysis, charges in e, atoms 1 to 4: -0.8533 0.5022 0.3426 0.2630

Repeat the third record exactly.
The following is a DFT calculation (ωB97M-V/def2-TZVPD) of C11H12NP in the gas phase.

Output
- E_tot: -22374.0501 eV
- Energy relative to the best compared isomer or geometry (same formula, charge and spin): 494.3 kJ/mol
- Strongest force on any atom: 6.4 eV/Å
- Kohn-Sham gap (alpha / beta): 6.9 / 6.9 eV
- Highest occupied orbital energy (alpha / beta): -6.8 / -6.8 eV

Geometry (Å):
C -2.6527 1.7712 -1.1523
C -2.0304 0.9611 -2.0337
C -2.2851 1.9282 0.2000
C -0.9045 0.2458 -1.6356
C -1.1864 1.1981 0.6143
C -0.4782 0.3581 -0.3004
C 2.1084 -2.2204 0.4646
C 0.4917 -0.5364 0.2268
C 2.2890 0.1600 1.3839
C 2.1375 1.5142 1.8522
C 0.0645 -2.6959 -0.5889
N 1.0008 -1.7076 -0.0644
P 3.1985 -1.2204 1.4620
H -3.6028 2.3466 -1.4911
H -2.3602 0.8259 -3.0208
H -2.8347 2.4371 0.8288
H -0.5280 -0.3743 -2.4800
H -0.8672 1.1490 1.7554
H 2.1400 -3.2159 0.5284
H 2.9707 1.9353 2.3964
H 1.3650 1.7681 2.4707
H 2.2651 2.3322 1.1026
H -0.3490 -3.3672 0.1628
H -0.6203 -2.2942 -1.3668
H 0.6685 -3.2988 -1.3150

Mulliken population analysis, charges in e, atoms 1 to 4: -0.2058 -0.6383 -0.8853 -0.2109